Version w
18
Properties=species:S:1:pos:R:3 method="wB97M-V/def2-TZVPD" gap_ev=8.0976 total_charge=-1
O -1.26 -2.33 -1.55
C -1.35 -1.36 -2.33
O -0.47 -0.72 -2.95
C 0.75 0.71 1.91
C 0.51 0.62 0.40
C -0.99 0.82 0.24
C 1.07 -0.71 -0.10
N 0.97 1.76 2.60
H -2.40 -0.98 -2.48
H 1.09 1.43 -0.06
H -1.53 0.12 0.89
H -1.34 0.69 -0.77
H -1.23 1.82 0.60
H 0.95 -0.84 -1.18
H 2.13 -0.78 0.19
H 0.53 -1.55 0.34
H 1.79 1.59 1.88
H 0.77 -0.30 2.37

=====

Version x
18
Properties=species:S:1:pos:R:3 method="wB97M-V/def2-TZVPD" smiles="CC(C)CNC(=O)[O-]" gap_ev=7.6999 total_charge=-1
C -0.89 1.28 -0.43
C -0.54 -0.21 -0.28
C -1.85 -0.93 -0.12
C 0.41 -0.40 0.94
N 1.76 0.17 0.76
C 2.64 -0.35 -0.33
O 2.25 -1.37 -0.91
O 3.67 0.34 -0.45
H -1.43 1.75 0.40
H -1.55 1.53 -1.27
H -0.03 1.96 -0.45
H 0.09 -0.36 -1.16
H -2.54 -0.72 -0.94
H -2.38 -0.61 0.78
H -1.78 -2.01 -0.07
H 0.54 -1.46 1.13
H -0.05 0.23 1.71
H 1.68 1.18 0.69

=====

Which structure is the least stable? The one labeled version w.